Arrangement i

One molecule with the formula C5H10N2O4, computed with ωB97M-V/def2-TZVPD.

ORCA input file:
```
! RIJCOSX wB97M-V def2-TZVPD def2/J DEFGRID3
* xyz 0 1
N 0.7550 1.6222 0.5458
C 1.1541 0.4754 -0.2020
C 2.5832 0.2890 -0.4816
O 2.6692 -1.0543 -0.8411
C 0.5619 -0.6561 0.6467
O 1.3317 -0.9437 1.5367
N -0.8058 -0.9701 0.6923
C -2.0037 -1.1195 -0.1663
C -3.1118 -0.1249 -0.0453
O -4.2493 -0.3535 -0.3229
O -2.6676 1.1384 0.2296
H 0.5036 2.5038 0.1017
H 1.5552 1.8999 1.1456
H 0.7182 0.4658 -1.2550
H 2.7223 1.0587 -1.3401
H 3.2005 0.4474 0.4426
H 1.8049 -1.3870 -1.1610
H -0.7691 -1.4232 1.5876
H -2.5586 -2.0479 -0.0972
H -1.7058 -0.9609 -1.2154
H -1.6881 1.1407 0.1994
*
```

Results
* E_LUMO: 0.3 eV

=====

Arrangement ii

One molecule with the formula C5H10N2O4, computed with ωB97M-V/def2-TZVPD.

ORCA input file:
```
! RIJCOSX wB97M-V def2-TZVPD def2/J DEFGRID3
* xyz 0 1
N 2.2543 -0.5826 1.1508
C 1.2064 0.0792 0.4866
C 1.4523 1.4687 -0.1336
O 0.1286 2.0135 -0.3428
C 0.6768 -0.8387 -0.6904
O 1.5722 -1.1374 -1.5222
N -0.5782 -1.4173 -0.6215
C -1.5778 -1.0305 0.2646
C -2.6760 -0.0542 -0.0964
O -3.7470 -0.3178 0.3493
O -2.2803 1.1118 -0.5760
H 2.9245 -0.9082 0.5212
H 1.9337 -1.2882 1.7709
H 0.4972 0.3853 1.2903
H 1.7657 2.3253 0.5454
H 2.0259 1.4704 -1.0391
H -0.0673 1.7824 -1.2711
H -0.8951 -2.0172 -1.4242
H -1.1270 -0.5037 1.1421
H -2.1133 -1.8447 0.6894
H -1.3755 1.3039 -0.4933
*
```

Results
* E_LUMO: 0.5 eV

=====

Relative energies, in eV, with the most stable structure set to zero: arrangement i 0.528; arrangement ii 0.000.

=====

Arrangement i

C2H5ClNO as an isolated structure, computed with ωB97M-V/def2-TZVPD.

ORCA input file:
```
! RIJCOSX wB97M-V def2-TZVPD def2/J DEFGRID3
* xyz -1 1
C 0.9541 0.0234 0.5600
C 0.1845 0.3856 -0.6645
N -1.3956 -0.7089 -0.6552
O -1.2535 -1.6360 0.1017
Cl -2.6187 0.7538 0.2328
H 1.9679 0.5672 0.4071
H 0.4118 0.3387 1.4976
H 1.0762 -1.1920 0.7775
H -0.0485 1.4644 -0.7507
H 0.7218 0.0039 -1.5063
*
```

Results
* E_LUMO (spin up / spin down): 4.4 / 4.4 eV

=====

Arrangement ii

A 2-piece molecular cluster, C2H5ClNO overall, computed with ωB97M-V/def2-TZVPD.

ORCA input file:
```
! RIJCOSX wB97M-V def2-TZVPD def2/J DEFGRID3
* xyz -1 1
C -1.1465 0.2187 0.3281
C -0.7981 -0.7893 -0.6754
N 1.8243 0.5442 -0.4483
O 1.2944 1.3507 0.3495
Cl 2.9156 -0.7530 0.4125
H -1.8976 1.0441 0.0927
H -1.3059 -0.2916 1.4133
H 0.0282 0.8181 0.5001
H -0.1986 -1.5894 -0.3087
H -0.7158 -0.5526 -1.6639
*
```

Results
* E_LUMO (spin up / spin down): 4.4 / 4.4 eV

=====

Relative energies, in eV, with the most stable structure set to zero: arrangement i 0.000; arrangement ii 1.644.